This record from OMol25 describes 17 unconnected molecules or ions with the total composition C44H133N11O17 in a non-equilibrium geometry. The level of theory is ωB97M-V/def2-TZVPD.

Positions of all 205 atoms, in Å:
O1 -0.912 0.823 -5.731
H1 -0.614 1.408 -5.000
H2 -1.848 0.594 -5.531
O2 -0.016 2.558 -3.394
H3 0.844 3.036 -3.627
H4 0.234 1.953 -2.686
O3 1.744 1.149 4.837
H5 2.106 0.234 4.908
H6 2.295 1.701 5.377
O4 2.774 -1.475 4.793
H7 3.292 -1.983 4.115
H8 2.280 -2.201 5.241
O5 -0.755 2.819 4.601
H9 -1.401 2.279 5.069
H10 0.110 2.424 4.818
O6 4.561 -0.996 0.478
H11 4.269 -0.191 0.977
H12 4.382 -0.969 -0.476
C1 -3.017 2.142 7.644
C2 -2.871 0.860 8.450
C3 -1.988 -0.151 7.689
O7 -2.418 -0.368 6.326
C4 -1.552 -1.288 5.686
N1 -2.357 0.919 9.807
H13 -3.698 2.845 8.184
H14 -3.432 2.042 6.631
H15 -2.074 2.600 7.593
H16 -3.856 0.415 8.547
H17 -2.096 -1.155 8.212
H18 -0.893 0.093 7.699
H19 -1.602 -2.269 6.134
H20 -0.547 -0.978 5.748
H21 -1.885 -1.310 4.649
H22 -3.066 1.367 10.421
H23 -1.445 1.353 9.912
C5 -7.074 1.686 4.658
C6 -5.958 0.659 5.002
C7 -4.708 1.188 4.227
O8 -5.085 1.462 2.889
C8 -3.882 1.474 2.022
N2 -5.626 0.620 6.424
H24 -7.955 1.481 5.263
H25 -7.454 1.608 3.663
H26 -6.718 2.666 4.899
H27 -6.221 -0.386 4.655
H28 -3.853 0.439 4.291
H29 -4.438 2.086 4.761
H30 -3.161 2.045 2.526
H31 -4.160 1.904 1.079
H32 -3.450 0.463 1.860
H33 -4.766 0.083 6.471
H34 -6.350 0.039 6.813
C9 2.283 -3.050 -6.081
C10 1.078 -2.267 -5.772
C11 0.060 -2.988 -4.743
O9 -0.350 -4.325 -5.033
C12 -0.949 -4.359 -6.352
N3 1.385 -0.918 -5.223
H35 1.969 -3.970 -6.561
H36 2.849 -3.254 -5.228
H37 3.048 -2.571 -6.727
H38 0.539 -2.174 -6.739
H39 -0.864 -2.343 -4.613
H40 0.578 -3.063 -3.831
H41 -1.738 -5.110 -6.443
H42 -0.256 -4.664 -7.119
H43 -1.439 -3.395 -6.536
H44 2.203 -0.639 -5.705
H45 0.597 -0.248 -5.381
C13 3.519 -5.237 -2.858
C14 4.461 -4.040 -2.778
C15 3.828 -2.739 -2.300
O10 4.727 -1.619 -2.259
C16 4.808 -0.910 -3.504
N4 5.552 -4.371 -1.906
H46 2.521 -4.890 -3.106
H47 3.414 -5.669 -1.854
H48 3.896 -5.994 -3.516
H49 4.907 -3.825 -3.781
H50 3.591 -2.826 -1.226
H51 2.930 -2.447 -2.864
H52 3.862 -0.379 -3.799
H53 5.199 -1.628 -4.221
H54 5.525 -0.160 -3.303
H55 5.290 -4.228 -0.936
H56 6.372 -3.781 -2.015
C17 1.394 3.210 -6.488
C18 1.658 4.748 -6.505
C19 1.047 5.379 -5.272
O11 1.217 6.766 -5.286
C20 0.770 7.316 -4.042
N5 3.116 5.028 -6.562
H57 1.531 2.621 -5.518
H58 2.127 2.760 -7.196
H59 0.360 2.995 -6.773
H60 1.219 5.108 -7.454
H61 1.439 4.950 -4.285
H62 -0.055 5.168 -5.242
H63 -0.112 6.807 -3.709
H64 0.625 8.410 -4.135
H65 1.575 7.129 -3.334
H66 3.312 6.016 -6.450
H67 3.591 4.637 -5.741
C21 -4.279 -2.633 1.214
C22 -4.179 -4.089 0.727
C23 -2.928 -4.306 -0.125
O12 -2.941 -3.546 -1.360
C24 -1.940 -4.053 -2.271
N6 -4.166 -4.947 1.850
H68 -5.289 -2.390 1.672
H69 -4.060 -1.989 0.332
H70 -3.467 -2.572 1.911
H71 -5.050 -4.211 0.099
H72 -2.705 -5.373 -0.440
H73 -2.078 -3.996 0.484
H74 -1.952 -5.207 -2.314
H75 -0.888 -3.678 -1.966
H76 -2.127 -3.714 -3.281
H77 -5.060 -4.957 2.351
H78 -4.082 -5.935 1.550
C25 1.136 4.796 -0.446
C26 0.582 4.474 0.932
C27 -0.932 4.542 0.864
O13 -1.372 5.831 0.514
C28 -2.767 5.836 0.517
N7 1.011 3.186 1.370
H79 2.183 4.563 -0.418
H80 1.026 5.808 -0.689
H81 0.674 4.145 -1.187
H82 0.856 5.244 1.677
H83 -1.378 4.230 1.826
H84 -1.259 3.807 0.085
H85 -3.177 5.764 1.516
H86 -3.083 5.016 -0.074
H87 -3.070 6.789 0.061
H88 1.052 2.523 0.598
H89 0.460 2.794 2.086
C29 6.246 1.870 3.033
C30 4.731 2.026 3.193
C31 4.285 3.537 3.316
O14 5.009 4.106 4.405
C32 4.652 5.438 4.721
N8 4.098 1.459 2.008
H90 6.614 2.076 1.972
H91 6.532 0.844 3.230
H92 6.797 2.603 3.657
H93 4.421 1.440 4.057
H94 3.197 3.653 3.438
H95 4.512 4.063 2.381
H96 5.403 5.691 5.439
H97 3.694 5.498 5.126
H98 4.774 6.170 3.800
H99 3.096 1.558 2.211
H100 4.289 2.047 1.252
C33 4.103 -5.375 2.681
C34 4.022 -4.102 1.923
C35 2.603 -3.949 1.317
O15 2.394 -5.053 0.572
C36 1.324 -4.798 -0.250
N9 4.459 -2.959 2.764
H101 3.327 -5.466 3.466
H102 5.101 -5.433 3.085
H103 3.942 -6.211 1.970
H104 4.659 -4.103 1.021
H105 2.540 -3.021 0.814
H106 1.793 -3.886 2.081
H107 0.512 -4.765 0.410
H108 1.179 -5.673 -0.878
H109 1.431 -3.900 -0.844
H110 5.317 -3.135 3.235
H111 4.646 -2.209 2.104
C37 -0.652 -1.445 0.982
C38 -0.131 -0.083 0.469
C39 1.175 -0.189 -0.434
O16 1.370 1.021 -1.174
C40 2.746 1.348 -1.429
N10 -1.283 0.594 -0.174
H112 0.106 -2.080 1.599
H113 -0.960 -2.091 0.157
H114 -1.567 -1.225 1.549
H115 0.119 0.655 1.322
H116 0.999 -0.986 -1.156
H117 2.051 -0.378 0.245
H118 2.661 2.248 -1.941
H119 3.274 0.668 -2.012
H120 3.317 1.383 -0.527
H121 -1.102 1.501 -0.562
H122 -1.611 0.023 -0.970
C41 -2.969 -0.635 -3.107
C42 -3.901 -0.840 -4.302
C43 -5.287 -1.559 -3.885
O17 -6.238 -1.496 -4.926
C44 -7.530 -1.937 -4.519
N11 -3.955 0.380 -5.081
H123 -1.882 -0.315 -3.314
H124 -3.026 -1.604 -2.576
H125 -3.420 0.118 -2.452
H126 -3.498 -1.580 -4.986
H127 -5.696 -1.018 -2.992
H128 -5.032 -2.584 -3.777
H129 -8.256 -1.273 -5.044
H130 -7.728 -1.757 -3.478
H131 -7.676 -3.020 -4.749
H132 -4.160 1.213 -4.554
H133 -4.616 0.384 -5.882

Its energy above the lowest of the compared OMol25 structures with the same formula, charge and spin is 149.7 kJ/mol. For the total energy, the calculation gives -3637.3352 Ha. The gap between HOMO and LUMO comes out at 9.39 eV. Its HOMO energy is -8.981 eV.

This record from OMol25 describes a molecular structure, C44H30CsN9O3S2 in a non-equilibrium geometry. The level of theory is ωB97M-V/def2-TZVPD.

Positions of all 89 atoms, in Å:
Cs1 -0.820 -0.312 -0.061
C1 -0.104 6.824 0.453
C2 -0.335 6.820 -0.921
C3 -0.408 5.631 -1.627
C4 -0.228 4.446 -0.935
C5 -0.145 3.042 -1.345
N1 0.144 2.272 -0.287
C6 0.292 3.046 0.796
N2 0.747 2.715 1.995
C7 1.292 1.537 2.256
C8 2.067 1.320 3.481
C9 2.285 2.069 4.623
C10 3.091 1.533 5.613
C11 3.719 0.301 5.441
C12 3.535 -0.440 4.284
C13 2.674 0.058 3.319
C14 2.188 -0.446 2.031
N3 2.569 -1.629 1.570
C15 2.301 -2.046 0.346
N4 1.645 -1.396 -0.627
C16 1.808 -2.049 -1.784
N5 1.430 -1.687 -2.999
C17 0.841 -0.529 -3.253
N6 0.481 0.427 -2.390
C18 0.026 1.489 -3.069
N7 -0.282 2.689 -2.613
C19 0.041 1.209 -4.505
C20 -0.271 1.959 -5.624
C21 -0.054 1.392 -6.869
C22 0.465 0.105 -6.992
C23 0.781 -0.652 -5.873
C24 0.573 -0.090 -4.627
C25 2.605 -3.260 -1.564
C26 3.120 -4.221 -2.413
C27 3.929 -5.204 -1.865
C28 4.204 -5.231 -0.501
C29 3.688 -4.272 0.357
C30 2.899 -3.275 -0.188
N8 1.360 0.450 1.475
C31 0.033 4.450 0.452
C32 0.082 5.642 1.154
H1 -0.063 7.773 0.975
H2 -0.443 7.767 -1.442
H3 -0.583 5.626 -2.693
H4 1.823 3.038 4.741
H5 3.239 2.082 6.535
H6 4.363 -0.083 6.223
H7 4.048 -1.381 4.130
H8 -0.668 2.959 -5.522
H9 -0.293 1.951 -7.766
H10 0.629 -0.303 -7.983
H11 1.187 -1.650 -5.966
H12 2.905 -4.186 -3.472
H13 4.362 -5.964 -2.505
H14 4.839 -6.017 -0.111
H15 3.899 -4.296 1.416
H16 0.257 5.645 2.222
C33 -4.143 -3.625 6.636
O1 -4.576 -2.307 6.434
C34 -4.266 -1.692 5.236
C35 -4.789 -0.397 5.104
C36 -4.529 0.315 3.962
C37 -3.766 -0.199 2.913
C38 -3.484 0.585 1.719
C39 -3.355 2.090 1.887
O2 -3.302 0.098 0.613
C40 -3.237 -1.532 3.019
O3 -2.506 -2.051 2.123
C41 -3.524 -2.243 4.227
H17 -4.523 -3.914 7.619
H18 -3.050 -3.697 6.639
H19 -4.537 -4.303 5.870
H20 -5.397 0.008 5.897
H21 -4.970 1.296 3.861
H22 -4.124 2.504 2.532
H23 -3.397 2.558 0.903
H24 -2.387 2.305 2.340
H25 -3.143 -3.253 4.294
S1 -0.457 -5.677 2.321
C42 0.061 -4.369 3.159
N9 -0.614 -3.258 3.365
C43 0.012 -2.189 4.096
C44 1.211 -2.761 4.846
S2 1.617 -4.336 4.030
H26 -1.444 -2.954 2.756
H27 -0.720 -1.764 4.793
H28 0.335 -1.395 3.409
H29 0.985 -2.964 5.894
H30 2.072 -2.104 4.775

Its energy above the lowest of the compared OMol25 structures with the same formula, charge and spin is 42.8 kJ/mol. As for the charge: -2. For the total energy, the calculation gives -3229.9352 Ha. The gap between HOMO and LUMO comes out at 4.96 eV. Its HOMO energy is -1.289 eV.

This record from OMol25 describes a molecular structure, C44H31ClF3KN6O4S2. The level of theory is ωB97M-V/def2-TZVPD.

Positions of all 92 atoms, in Å:
K1 -0.518 0.080 -0.324
C1 -3.689 -1.583 1.607
C2 -3.840 -2.943 1.419
C3 -2.733 -3.769 1.514
C4 -1.496 -3.202 1.785
N1 -1.350 -1.897 1.993
C5 -2.415 -1.109 1.901
C6 -0.235 -4.002 1.861
C7 -0.243 -5.378 2.081
C8 0.960 -6.056 2.072
C9 2.133 -5.358 1.857
C10 2.058 -3.980 1.679
N2 0.898 -3.324 1.677
C11 3.277 -3.156 1.446
C12 4.152 -3.486 0.424
C13 5.227 -2.645 0.169
C14 5.392 -1.519 0.945
C15 4.471 -1.284 1.960
N3 3.438 -2.076 2.221
H1 -4.513 -0.889 1.503
H2 -4.808 -3.360 1.167
H3 -2.826 -4.830 1.318
H4 -2.231 -0.051 2.051
H5 -1.170 -5.905 2.265
H6 0.983 -7.127 2.239
H7 3.093 -5.858 1.839
H8 3.959 -4.351 -0.199
H9 5.894 -2.842 -0.661
H10 6.144 -0.776 0.722
H11 4.559 -0.388 2.563
Cl1 -5.297 -2.141 -5.624
C16 -4.081 -2.091 -4.352
C17 -4.206 -2.939 -3.240
C18 -3.260 -2.915 -2.256
C19 -2.102 -2.047 -2.285
O1 -1.246 -2.109 -1.366
C20 -2.033 -1.170 -3.435
C21 -1.007 -0.166 -3.670
O2 -0.103 0.210 -2.946
C22 -3.021 -1.235 -4.434
H12 -5.055 -3.609 -3.171
H13 -3.344 -3.563 -1.392
H14 -1.114 0.308 -4.672
H15 -2.934 -0.574 -5.290
F1 6.238 -0.809 -3.811
C23 5.766 -0.103 -2.733
F2 5.720 1.172 -3.148
F3 6.760 -0.185 -1.818
C24 4.456 -0.653 -2.259
C25 3.941 -1.762 -2.912
C26 2.750 -2.317 -2.489
C27 2.117 -1.710 -1.412
N4 2.573 -0.640 -0.775
C28 3.751 -0.069 -1.163
S1 4.324 1.295 -0.297
H16 4.478 -2.188 -3.750
H17 2.308 -3.177 -2.974
H18 1.172 -2.118 -1.061
C29 -1.742 7.491 -2.871
C30 -2.053 6.217 -2.130
C31 -1.054 5.285 -1.864
C32 -1.331 4.124 -1.159
C33 -2.622 3.879 -0.714
C34 -3.629 4.798 -0.967
C35 -3.342 5.957 -1.674
S2 -2.970 2.364 0.168
O3 -4.245 2.587 0.827
O4 -2.927 1.309 -0.833
N5 -1.753 2.105 1.090
C36 -1.418 2.747 2.247
C37 -1.991 3.884 2.788
C38 -1.498 4.443 3.985
C39 -0.449 3.891 4.664
C40 0.162 2.715 4.155
C41 1.243 2.060 4.792
C42 1.764 0.924 4.249
C43 1.212 0.423 3.049
N6 0.220 1.010 2.429
C44 -0.313 2.141 2.959
H19 -0.805 7.405 -3.423
H20 -1.644 8.333 -2.181
H21 -2.533 7.739 -3.581
H22 -0.043 5.467 -2.212
H23 -0.545 3.408 -0.950
H24 -4.627 4.594 -0.600
H25 -4.133 6.673 -1.873
H26 -2.836 4.341 2.291
H27 -1.973 5.339 4.370
H28 -0.075 4.330 5.582
H29 1.641 2.476 5.712
H30 2.590 0.398 4.711
H31 1.601 -0.489 2.604

Its energy above the lowest of the compared OMol25 structures with the same formula, charge and spin is 72.9 kJ/mol. As for the charge: -2. For the total energy, the calculation gives -4481.1265 Ha. The gap between HOMO and LUMO comes out at 5.82 eV. Its HOMO energy is -1.897 eV.

This record from OMol25 describes a molecular structure, C44H32CsGeN7O3S. The level of theory is ωB97M-V/def2-TZVPD.

Positions of all 89 atoms, in Å:
Cs1 0.176 -0.516 -1.536
C1 -2.668 -1.966 2.055
C2 -1.479 -1.416 1.609
N1 -0.620 -2.115 0.872
C3 -0.939 -3.373 0.565
C4 -2.168 -3.895 0.988
N2 -3.023 -3.210 1.734
C5 0.038 -4.169 -0.237
C6 -0.026 -5.543 -0.229
C7 0.912 -6.317 -0.971
C8 1.908 -5.546 -1.631
C9 1.903 -4.172 -1.567
N3 0.964 -3.453 -0.909
C10 2.992 -3.374 -2.205
C11 4.084 -3.959 -2.866
N4 5.077 -3.256 -3.386
C12 5.004 -1.930 -3.250
C13 3.932 -1.332 -2.616
N5 2.931 -2.044 -2.107
C14 0.874 -7.744 -1.028
C15 -0.119 -8.520 -0.372
C16 -0.110 -9.893 -0.461
N6 0.786 -10.623 -1.142
C17 1.726 -9.896 -1.768
C18 1.817 -8.525 -1.750
H1 -3.353 -1.390 2.665
H2 -1.216 -0.389 1.837
H3 -2.475 -4.892 0.696
H4 -0.775 -6.033 0.373
H5 2.688 -6.050 -2.179
H6 4.160 -5.032 -2.974
H7 5.817 -1.341 -3.657
H8 3.874 -0.254 -2.498
H9 -0.902 -8.051 0.207
H10 -0.884 -10.458 0.052
H11 2.464 -10.465 -2.329
H12 2.623 -8.061 -2.300
C19 2.523 1.992 -0.032
Ge1 1.403 3.009 1.120
C20 2.554 4.324 2.082
C21 2.117 5.050 3.191
C22 2.936 5.982 3.816
C23 4.221 6.205 3.340
C24 4.676 5.488 2.241
C25 3.849 4.559 1.621
C26 0.143 4.137 0.083
C27 0.075 3.974 -1.300
C28 -0.840 4.684 -2.068
C29 -1.696 5.592 -1.461
C30 -1.630 5.786 -0.088
C31 -0.720 5.060 0.672
C32 0.290 2.312 2.632
C33 -1.104 2.263 2.588
C34 -1.845 1.730 3.637
C35 -1.203 1.216 4.755
C36 0.185 1.245 4.815
C37 0.914 1.790 3.767
H13 2.380 0.905 0.072
H14 1.120 4.876 3.584
H15 2.573 6.534 4.676
H16 4.865 6.931 3.825
H17 5.681 5.653 1.866
H18 4.197 3.990 0.765
H19 0.737 3.254 -1.769
H20 -0.905 4.505 -3.135
H21 -2.423 6.135 -2.055
H22 -2.299 6.491 0.394
H23 -0.693 5.212 1.748
H24 -1.614 2.625 1.705
H25 -2.928 1.703 3.575
H26 -1.777 0.789 5.570
H27 0.698 0.840 5.680
H28 1.998 1.807 3.832
O1 -3.470 0.416 -4.405
S1 -2.865 1.608 -3.855
O2 -2.381 2.574 -4.813
N7 -1.763 1.253 -2.737
C38 -2.164 1.608 -1.500
O3 -1.555 1.381 -0.452
C39 -3.492 2.325 -1.495
C40 -4.157 2.877 -0.415
C41 -5.368 3.515 -0.652
C42 -5.895 3.591 -1.940
C43 -5.223 3.032 -3.021
C44 -4.020 2.405 -2.763
H29 -3.723 2.818 0.574
H30 -5.908 3.966 0.171
H31 -6.840 4.096 -2.101
H32 -5.622 3.089 -4.025

Its energy above the lowest of the compared OMol25 structures with the same formula, charge and spin is 0.0 kJ/mol. As for the charge: -2. For the total energy, the calculation gives -4800.1599 Ha. The gap between HOMO and LUMO (alpha / beta) comes out at 5.77 / 4.53 eV. Its HOMO energy (alpha / beta) is -2.048 / -0.791 eV.